{
  "formula": "C18H62AgF3O16",
  "method": "ωB97M-V with the def2-TZVPD basis set",
  "symbols": ["Ag", "C", "O", "O", "C", "F", "F", "F", "C", "C", "H", "H", "H", "H", "H", "H", "C", "O", "H", "H", "H", "H", "C", "O", "H", "H", "H", "H", "C", "O", "H", "H", "H", "H", "C", "O", "H", "H", "H", "H", "C", "O", "H", "H", "H", "H", "C", "O", "H", "H", "H", "H", "C", "O", "H", "H", "H", "H", "C", "O", "H", "H", "H", "H", "C", "O", "H", "H", "H", "H", "C", "O", "H", "H", "H", "H", "C", "O", "H", "H", "H", "H", "C", "O", "H", "H", "H", "H", "C", "O", "H", "H", "H", "H", "C", "O", "H", "H", "H", "H"],
  "xyz": [[3.372, 0.978, -2.955], [1.143, 0.153, 0.073], [-0.168, -0.350, -0.259], [1.989, 0.389, -1.075], [0.964, 1.241, 1.250], [2.067, 1.541, 1.836], [0.446, 2.377, 0.787], [0.099, 0.803, 2.161], [-0.267, -1.643, -0.926], [-1.757, -2.008, -1.277], [-1.693, -3.072, -1.508], [-2.348, -1.819, -0.381], [-2.041, -1.442, -2.164], [0.179, -2.396, -0.276], [0.287, -1.768, -1.857], [1.499, -0.676, 0.685], [0.189, 3.968, -2.184], [-1.188, 3.932, -2.420], [0.591, 3.230, -1.489], [0.508, 3.788, -3.210], [0.554, 4.948, -1.876], [-1.494, 3.046, -2.212], [0.473, 0.187, -4.496], [1.376, 1.304, -4.437], [-0.443, 0.469, -3.978], [0.370, -0.214, -5.505], [0.927, -0.572, -3.859], [1.141, 1.852, -5.189], [-0.182, -6.065, -0.365], [0.990, -6.693, 0.138], [-0.286, -6.252, -1.433], [-1.002, -6.519, 0.192], [0.073, -5.007, -0.313], [1.155, -6.384, 1.032], [-2.743, 1.912, -0.185], [-2.119, 1.242, -1.289], [-2.546, 2.984, -0.222], [-3.694, 1.526, 0.180], [-1.996, 1.626, 0.556], [-1.552, 0.536, -0.971], [3.004, -3.552, 0.501], [1.942, -3.673, 1.417], [3.566, -2.627, 0.629], [3.727, -4.340, 0.712], [2.682, -3.475, -0.538], [1.602, -4.570, 1.387], [-4.569, -5.292, -0.743], [-4.437, -6.130, -1.858], [-5.587, -5.090, -0.412], [-4.148, -5.832, 0.105], [-4.056, -4.337, -0.851], [-5.298, -6.551, -1.906], [-0.729, 5.103, 1.235], [-1.111, 6.451, 1.280], [0.246, 5.153, 1.721], [-1.441, 4.584, 1.876], [-0.738, 4.752, 0.204], [-0.703, 7.069, 0.668], [-0.070, -1.530, 4.253], [0.718, -2.619, 3.796], [-0.963, -1.440, 3.635], [-0.300, -1.570, 5.318], [0.456, -0.587, 4.099], [0.773, -2.676, 2.839], [-5.633, -1.505, -1.818], [-6.437, -2.382, -1.056], [-5.195, -0.662, -1.284], [-4.810, -2.149, -2.127], [-6.246, -1.192, -2.664], [-6.056, -2.483, -0.181], [0.480, 2.489, 4.491], [0.644, 3.445, 5.505], [-0.180, 2.887, 3.721], [1.472, 2.393, 4.051], [0.027, 1.545, 4.795], [-0.242, 3.690, 5.784], [3.560, 3.706, -0.895], [3.398, 3.197, -2.226], [2.765, 4.435, -0.738], [3.474, 2.854, -0.221], [4.490, 4.271, -0.828], [3.413, 3.869, -2.911], [3.671, -1.051, 4.076], [3.905, -2.267, 3.460], [4.642, -0.585, 4.241], [2.992, -0.446, 3.476], [3.128, -1.016, 5.020], [3.062, -2.633, 3.182], [5.315, 2.422, 2.399], [6.211, 3.243, 1.638], [5.542, 1.405, 2.081], [5.394, 2.554, 3.478], [4.285, 2.652, 2.125], [5.922, 4.120, 1.900], [-3.223, 0.799, -4.437], [-3.830, 0.220, -5.553], [-3.845, 1.513, -3.898], [-2.782, -0.026, -3.878], [-2.368, 1.398, -4.751], [-4.386, 0.919, -5.905]],
  "forces_ev_per_a": [[0.479, -0.551, -0.291], [-0.664, -0.986, -0.872], [0.232, 0.613, -0.736], [-1.852, -0.239, 3.346], [-1.686, -0.077, -2.478], [2.091, -0.113, 0.652], [-0.248, 0.564, -0.593], [-0.089, -0.769, 0.082], [-0.391, -0.579, 0.026], [2.205, 0.589, 0.732], [-0.417, -0.009, -0.034], [-0.412, -0.063, -0.339], [-0.425, -0.051, 0.288], [-0.154, -0.050, 0.450], [0.349, 0.917, -0.069], [1.429, -0.357, -0.299], [0.659, -0.121, -1.614], [-1.407, 0.420, 1.181], [-0.220, -0.162, -0.087], [1.549, -0.137, 0.276], [-0.371, 0.198, 0.113], [-0.197, -0.394, 0.053], [0.620, 0.022, 1.146], [-0.534, -0.194, -0.573], [-0.361, -0.092, -0.543], [-0.297, 0.150, 0.078], [0.130, -0.206, -0.185], [0.228, 0.358, -0.019], [0.966, -0.110, 0.053], [0.895, -0.640, -0.349], [0.092, -0.484, 0.125], [-0.572, 0.952, -0.192], [-1.264, 0.451, 0.356], [-0.198, -0.294, 0.049], [2.935, -1.076, 1.168], [-1.473, 0.778, -1.581], [-1.002, 0.087, -0.526], [-0.283, 0.357, -0.708], [-0.521, 0.244, 1.230], [0.216, 0.133, 0.319], [1.067, 0.205, -0.363], [-0.668, 0.623, 0.399], [-0.307, 0.182, 0.666], [0.001, -0.147, -0.589], [-0.173, -0.666, -0.114], [0.115, 0.077, -0.068], [0.356, -0.073, 1.567], [-0.662, 0.157, -0.498], [-0.278, 0.112, -0.572], [0.408, 0.234, 0.351], [0.084, -0.086, -0.310], [0.137, -0.337, -0.533], [0.631, 1.158, 0.088], [-1.643, 1.505, 0.423], [0.377, -1.274, -0.260], [0.091, -0.234, -0.221], [0.186, -0.487, 0.194], [0.318, -0.654, -0.210], [0.253, 0.622, -1.065], [0.153, -0.305, 0.964], [-0.413, -0.105, 0.329], [0.013, -0.622, -0.171], [0.238, 0.086, 0.109], [-0.156, 0.228, -0.175], [0.501, -1.000, -0.240], [-0.823, 0.217, 0.790], [-0.369, 0.194, 0.158], [0.390, 0.476, -0.758], [0.320, 0.140, 0.031], [0.003, 0.002, 0.010], [0.099, 0.571, -0.797], [-0.325, 0.019, 0.611], [-0.042, 0.044, -0.309], [-0.167, -0.541, 0.031], [0.368, -0.176, 0.348], [0.048, 0.221, 0.269], [-0.352, 0.826, -1.031], [-0.011, -0.231, 0.164], [-0.236, -0.119, 0.491], [0.257, 0.248, -0.031], [0.263, -0.465, 0.369], [0.081, 0.300, 0.235], [-0.389, 1.215, 0.192], [0.154, -0.940, -0.089], [-0.167, 0.266, -0.180], [0.371, 0.575, -0.530], [0.165, -0.908, 0.534], [-0.221, -0.265, 0.120], [0.100, -0.323, -0.838], [-0.577, 0.165, 0.778], [-0.163, -0.069, 0.398], [0.341, -0.099, 0.053], [-0.159, -0.094, -0.038], [0.472, 0.443, -0.332], [1.394, 0.245, 0.000], [-0.848, 0.139, -0.470], [-0.300, -0.576, 0.472], [-0.467, 0.267, 0.585], [0.293, 0.201, -0.107], [-0.168, -0.244, -0.463]],
  "s_squared": 2.006,
  "energy_ev": -64569.840,
  "lumo_energy_ev": [0.091, -3.296],
  "homo_lumo_gap_ev": [5.13, 6.54],
  "homo_energy_ev": [-5.04, -9.84],
  "multiplicity": 3
}

---

{
  "formula": "C19H28F9N2O4P3Ti",
  "method": "ωB97M-V with the def2-TZVPD basis set",
  "symbols": ["Ti", "C", "C", "O", "C", "C", "C", "N", "N", "C", "O", "C", "C", "C", "C", "C", "C", "H", "H", "H", "H", "H", "H", "H", "H", "H", "H", "H", "H", "C", "P", "C", "C", "C", "P", "C", "C", "H", "H", "H", "H", "H", "H", "H", "H", "H", "H", "H", "H", "H", "H", "H", "H", "F", "C", "F", "F", "O", "O", "F", "P", "F", "F", "F", "F", "F"],
  "xyz": [[0.194, 0.629, 0.183], [1.773, 0.097, 4.149], [0.669, 0.292, 3.147], [0.898, -0.134, 1.963], [-0.520, 0.890, 3.550], [-1.665, 0.975, 2.758], [-2.976, 1.375, 3.356], [-1.617, 0.622, 1.461], [-2.775, 0.378, 0.915], [-2.561, -0.142, -0.420], [-1.285, -0.204, -0.796], [-3.319, -1.449, -0.596], [-2.869, -2.365, -1.538], [-3.535, -3.567, -1.727], [-4.662, -3.864, -0.972], [-5.120, -2.947, -0.036], [-4.454, -1.743, 0.150], [2.560, 0.829, 3.957], [2.206, -0.897, 4.029], [1.424, 0.225, 5.172], [-0.597, 1.214, 4.579], [-3.646, 0.516, 3.422], [-3.466, 2.108, 2.715], [-2.824, 1.790, 4.351], [-1.996, -2.119, -2.125], [-3.175, -4.271, -2.467], [-5.183, -4.802, -1.116], [-6.004, -3.167, 0.550], [-4.809, -1.021, 0.870], [3.938, 0.932, 1.367], [2.885, 1.205, -0.100], [3.501, 2.791, -0.737], [3.631, 0.022, -1.299], [3.175, -1.407, -0.987], [1.340, -1.432, -0.977], [0.924, -3.069, -0.289], [0.956, -1.605, -2.745], [3.698, -0.031, 1.817], [3.717, 1.711, 2.097], [4.998, 0.971, 1.107], [4.573, 2.742, -0.944], [3.297, 3.568, -0.003], [2.952, 3.041, -1.644], [4.721, 0.114, -1.288], [3.282, 0.328, -2.290], [3.521, -1.708, 0.007], [3.568, -2.129, -1.708], [1.425, -3.877, -0.827], [-0.156, -3.209, -0.349], [1.208, -3.097, 0.764], [1.288, -2.574, -3.125], [1.440, -0.802, -3.300], [-0.114, -1.473, -2.892], [0.775, 3.698, -0.033], [0.389, 2.784, 0.909], [1.363, 2.946, 1.917], [-0.724, 3.363, 1.473], [-3.208, 0.877, -1.350], [-4.483, 0.997, -1.141], [0.678, 1.394, -1.860], [0.172, 2.187, -3.313], [1.438, 1.443, -4.019], [-0.246, 2.893, -4.680], [-0.727, 0.901, -3.633], [-1.013, 2.851, -2.487], [1.148, 3.405, -2.926]],
  "forces_ev_per_a": [[-0.104, 0.054, 0.091], [0.005, 0.005, 0.034], [-0.082, 0.023, -0.041], [0.265, -0.046, 0.043], [0.017, -0.005, 0.005], [-0.008, -0.009, -0.030], [0.022, 0.012, 0.030], [-0.080, -0.020, 0.016], [-0.006, -0.018, 0.004], [-0.079, -0.024, 0.001], [-0.078, -0.039, -0.029], [0.002, 0.010, 0.009], [0.022, 0.001, -0.012], [-0.003, -0.001, 0.005], [0.001, 0.008, -0.004], [0.003, -0.013, -0.012], [-0.001, 0.030, 0.012], [0.001, -0.003, -0.004], [-0.005, -0.003, -0.009], [0.003, -0.002, -0.002], [0.004, -0.002, 0.000], [-0.002, -0.005, -0.012], [-0.004, 0.000, 0.002], [-0.006, -0.002, -0.002], [0.007, 0.006, 0.002], [0.000, 0.000, 0.000], [-0.001, -0.001, 0.001], [0.000, 0.001, 0.001], [0.003, -0.001, 0.001], [0.045, 0.020, 0.016], [0.026, 0.004, -0.005], [-0.005, 0.016, 0.015], [-0.037, -0.008, -0.015], [0.050, 0.009, 0.026], [-0.067, -0.065, -0.004], [0.015, 0.000, 0.025], [0.010, 0.043, -0.015], [0.014, -0.004, 0.004], [-0.018, 0.004, -0.008], [0.001, -0.006, 0.010], [0.004, -0.014, 0.015], [0.014, 0.004, 0.007], [0.010, -0.003, -0.010], [0.007, -0.017, -0.007], [0.000, -0.002, 0.004], [-0.003, -0.009, -0.003], [0.011, 0.003, 0.003], [-0.002, 0.000, 0.000], [-0.002, 0.017, -0.020], [0.003, 0.004, -0.003], [-0.013, -0.013, 0.001], [-0.012, -0.022, 0.017], [0.009, -0.016, 0.000], [0.018, 0.019, 0.005], [-0.054, -0.054, -0.032], [0.018, 0.011, -0.012], [0.011, -0.016, -0.002], [0.025, -0.008, 0.012], [-0.001, 0.004, -0.008], [-0.079, 0.286, -0.164], [0.090, -0.147, 0.173], [0.043, 0.038, -0.034], [-0.016, 0.006, -0.012], [-0.049, 0.001, -0.020], [0.029, -0.021, -0.059], [0.012, -0.022, 0.005]],
  "s_squared": 3.786,
  "energy_ev": -106774.376,
  "lumo_energy_ev": [2.397, 1.981],
  "homo_lumo_gap_ev": [6.85, 8.13],
  "de_lowest_kj_mol": 86.8,
  "homo_energy_ev": [-4.45, -6.15],
  "multiplicity": 4,
  "total_charge": -1
}

---

{
  "formula": "C15H31NO3P2Pd",
  "method": "ωB97M-V with the def2-TZVPD basis set",
  "symbols": ["P", "P", "C", "C", "H", "H", "H", "H", "C", "H", "H", "H", "C", "H", "H", "H", "C", "H", "H", "H", "C", "H", "H", "H", "Pd", "C", "C", "C", "C", "C", "C", "C", "C", "C", "H", "H", "H", "H", "H", "H", "H", "H", "H", "H", "H", "H", "H", "H", "H", "O", "N", "O", "O"],
  "xyz": [[-0.122, -1.633, -1.919], [0.075, 1.772, -2.066], [-0.401, -0.626, -3.464], [0.338, 0.693, -3.529], [-1.495, -0.509, -3.609], [-0.019, -1.304, -4.257], [1.426, 0.529, -3.624], [-0.018, 1.278, -4.397], [-1.557, 2.560, -2.406], [-1.775, 3.273, -1.586], [-2.329, 1.776, -2.432], [-1.444, 3.078, -3.379], [1.241, 3.167, -2.253], [0.930, 3.759, -3.147], [2.268, 2.761, -2.366], [1.193, 3.805, -1.328], [-1.133, -3.093, -2.379], [-1.057, -3.861, -1.581], [-0.662, -3.451, -3.336], [-2.181, -2.780, -2.527], [1.519, -2.312, -2.410], [2.281, -1.510, -2.517], [1.300, -2.809, -3.399], [1.867, -3.057, -1.667], [0.019, -1.578, 2.451], [0.683, 1.509, 2.005], [-0.631, 1.203, 1.895], [-1.499, 0.813, 0.675], [-1.833, -0.652, 0.376], [-0.704, -1.667, 0.506], [0.726, -1.332, 0.516], [1.286, -0.006, 0.020], [1.763, 1.000, 1.090], [0.267, -1.620, 4.492], [1.073, 1.957, 2.949], [-1.259, 1.409, 2.797], [-1.130, 1.336, -0.271], [-2.478, 1.310, 0.838], [-2.632, -0.972, 1.075], [-2.365, -0.659, -0.611], [-1.012, -2.730, 0.581], [1.425, -2.187, 0.604], [0.539, 0.522, -0.609], [2.151, -0.215, -0.601], [2.617, 0.581, 1.655], [2.207, 1.870, 0.546], [1.115, -1.000, 4.875], [0.452, -2.733, 4.632], [-0.682, -1.277, 4.981], [-0.901, -0.035, 7.230], [-0.084, 0.905, 7.033], [0.511, 1.457, 8.005], [0.131, 1.283, 5.843]],
  "forces_ev_per_a": [[0.062, -0.427, -1.714], [-0.677, 0.722, -0.177], [-0.378, -0.479, -0.263], [0.147, 0.872, -0.508], [0.554, 0.014, 0.102], [-0.418, 0.390, 0.152], [-0.380, 0.095, -0.063], [0.388, -0.389, -0.025], [0.642, 0.201, -0.419], [0.026, -0.345, -0.540], [0.142, 0.389, -0.081], [-0.604, -0.078, 0.445], [-0.067, 0.442, -0.283], [0.585, -0.168, 0.598], [-0.573, 0.417, 0.021], [0.051, -0.593, -0.936], [0.346, -0.149, -0.150], [-0.137, 0.367, -0.668], [-0.859, 0.016, 0.865], [0.416, -0.335, 0.035], [0.058, -0.252, -0.150], [-0.482, -0.595, 0.013], [0.691, 0.441, 0.991], [-0.108, 0.378, -0.531], [0.423, 0.956, 1.085], [-0.072, -1.261, 0.749], [-0.732, 0.309, 0.772], [0.213, 1.365, -0.596], [-0.589, -0.100, 0.122], [0.389, 0.195, -0.380], [-0.572, -0.342, 0.586], [-0.107, -0.268, 1.282], [0.335, 0.614, -0.814], [0.088, -0.764, 1.609], [-0.679, -0.410, -0.662], [0.685, 0.072, -0.742], [-0.323, -0.966, 1.618], [0.461, -0.275, 0.065], [0.447, -0.026, -0.121], [0.552, -0.261, 0.458], [0.240, 0.604, -0.412], [-0.341, 0.384, -0.529], [0.798, -0.829, 0.804], [0.210, -0.148, -0.265], [-0.556, 0.184, 0.040], [-0.170, -0.498, 0.202], [-0.740, -0.389, -0.584], [-0.174, 1.150, -0.146], [0.772, -0.153, -0.498], [0.552, 0.538, -0.081], [0.145, 0.147, 0.458], [-0.733, -0.684, -1.335], [0.053, -0.076, 0.601]],
  "s_squared": 2.014,
  "energy_ev": -45736.168,
  "lumo_energy_ev": [-0.421, -3.115],
  "homo_lumo_gap_ev": [5.99, 3.29],
  "de_lowest_kj_mol": 244.9,
  "homo_energy_ev": [-6.41, -6.40],
  "multiplicity": 3
}